Density functional theory data (ωB97M-V/def2-TZVPD) for a structure of composition C40H52N4O4S2Ti.

```
! RIJCOSX wB97M-V def2-TZVPD def2/J DEFGRID3
* xyz 1 2
Ti 0.971 1.295 0.724
S 3.219 3.998 2.632
S 5.482 3.162 0.915
O -0.486 2.412 0.445
O 5.660 0.292 -1.678
O 1.571 1.189 -1.061
O 1.643 -0.381 1.218
N -0.593 -0.010 0.294
N 3.701 1.517 -0.357
N 3.023 2.208 0.657
N 0.783 1.889 2.882
C -2.856 2.780 0.034
C 3.558 -4.411 1.181
C -5.554 0.100 -0.552
C 5.052 -1.065 -3.480
C -3.343 4.859 -1.251
C -1.811 0.560 0.074
C 3.322 0.126 -2.285
C 4.670 5.085 2.625
C 0.456 2.990 5.206
C 0.638 2.379 3.905
C 2.743 -1.315 -4.138
C -0.099 -6.018 -1.326
C 4.682 -0.190 -2.459
C 2.866 0.987 -1.201
C 3.071 -2.581 2.781
C -2.892 4.311 0.111
C 1.042 -3.746 0.011
C -0.873 -4.702 -1.415
C 1.732 -2.737 0.671
C 4.096 -1.616 -4.305
C -4.041 2.101 -0.223
C 3.797 2.996 1.320
C 1.100 -1.491 0.703
C 5.879 4.222 2.333
C -3.901 4.732 1.191
C -6.505 0.519 0.579
C -1.549 4.961 0.456
C 3.112 -2.952 1.291
C -4.174 0.703 -0.304
C -5.510 -1.427 -0.607
C -0.826 -2.352 -0.538
C -2.293 -4.942 -0.883
C 2.368 -0.452 -3.134
C -6.094 0.616 -1.894
C -0.209 -3.580 -0.616
C -1.725 1.974 0.181
C 4.147 -2.084 0.560
C -3.047 -0.069 -0.146
C -0.191 -1.302 0.141
C -0.943 -4.280 -2.890
H 0.058 -4.097 -3.287
H 5.262 0.845 -0.976
H 1.326 -0.203 -2.980
H 3.667 -4.726 0.141
H -3.606 4.346 2.169
H 4.733 5.554 3.606
H -4.937 2.694 -0.357
H 4.176 -2.332 -0.504
H -4.329 4.489 -1.533
H -6.141 0.162 1.544
H 0.466 4.074 5.095
H -7.081 0.191 -2.086
H -6.613 1.602 0.637
H -6.194 1.702 -1.903
H 6.741 4.828 2.055
H -2.271 -5.229 0.170
H 4.403 -2.293 -5.093
H 0.903 -5.929 -1.750
H 1.509 -4.716 -0.049
H -4.866 -1.782 -1.415
H -1.410 -5.067 -3.485
H -0.628 -6.784 -1.894
H -6.513 -1.811 -0.793
H 2.800 -1.537 2.928
H 4.532 -4.520 1.659
H -0.500 2.678 5.625
H -0.787 4.748 -0.292
H -5.163 -1.858 0.335
H -1.176 4.631 1.426
H 2.000 -1.750 -4.790
H -5.433 0.330 -2.714
H 5.141 -2.266 0.976
H -2.921 -4.054 -0.981
H 6.103 -1.295 -3.597
H -1.530 -3.369 -3.020
H -3.113 -1.143 -0.140
H 2.352 -3.206 3.314
H -3.392 5.949 -1.215
H 6.141 3.596 3.184
H -4.909 4.374 0.979
H -1.692 6.042 0.497
H 1.263 2.683 5.869
H 3.928 -1.022 0.661
H -0.013 -6.369 -0.296
H 4.532 5.852 1.864
H 4.055 -2.744 3.225
H -3.943 5.821 1.252
H 2.864 -5.089 1.682
H -2.638 4.575 -2.034
H -7.496 0.095 0.409
H -2.771 -5.746 -1.446
H -1.758 -2.182 -1.052
*
```

As for the expectation value of S²: 0.79. The energy comes out at -3721.2425 a.u. The calculation puts the HOMO energy (alpha / beta) at -10.04 / -10.40 eV.

Results of the Mulliken charge analysis, in e, for atoms 1 through 99: number 1, Ti, carries -0.38; number 2, S, carries -0.13; number 3, S, carries -0.02; number 4, O, carries -1.33; number 5, O, carries -0.67; number 6, O, carries -0.43; number 7, O, carries -1.41; number 8, N, carries 0.86; number 9, N, carries -0.42; number 10, N, carries 0.38; number 11, N, carries 0.01; number 12, C, carries 0.21; number 13, C, carries -2.36; number 14, C, carries 1.77; number 15, C, carries -0.64; number 16, C, carries -1.65; number 17, C, carries -0.29; number 18, C, carries 0.63; number 19, C, carries -0.60; number 20, C, carries -1.31; number 21, C, carries 0.70; number 22, C, carries -0.91; number 23, C, carries -2.29; number 24, C, carries 0.39; number 25, C, carries 0.80; number 26, C, carries -1.68; number 27, C, carries 2.13; number 28, C, carries 0.21; number 29, C, carries 2.11; number 30, C, carries -1.21; number 31, C, carries -0.45; number 32, C, carries 0.08; number 33, C, carries -0.08; number 34, C, carries 0.97; number 35, C, carries -0.56; number 36, C, carries -1.68; number 37, C, carries -1.69; number 38, C, carries -2.09; number 39, C, carries 2.53; number 40, C, carries -0.62; number 41, C, carries -2.00; number 42, C, carries -0.53; number 43, C, carries -1.45; number 44, C, carries -0.59; number 45, C, carries -1.70; number 46, C, carries -1.17; number 47, C, carries 0.72; number 48, C, carries -1.57; number 49, C, carries -0.54; number 50, C, carries 0.58; number 51, C, carries -1.61; number 52, H, carries 0.36; number 53, H, carries 0.51; number 54, H, carries 0.49; number 55, H, carries 0.42; number 56, H, carries 0.36; number 57, H, carries 0.40; number 58, H, carries 0.50; number 59, H, carries 0.32; number 60, H, carries 0.32; number 61, H, carries 0.37; number 62, H, carries 0.32; number 63, H, carries 0.47; number 64, H, carries 0.34; number 65, H, carries 0.33; number 66, H, carries 0.40; number 67, H, carries 0.35; number 68, H, carries 0.41; number 69, H, carries 0.42; number 70, H, carries 0.73; number 71, H, carries 0.36; number 72, H, carries 0.45; number 73, H, carries 0.46; number 74, H, carries 0.51; number 75, H, carries 0.17; number 76, H, carries 0.44; number 77, H, carries 0.38; number 78, H, carries 0.32; number 79, H, carries 0.38; number 80, H, carries 0.29; number 81, H, carries 0.48; number 82, H, carries 0.38; number 83, H, carries 0.61; number 84, H, carries 0.17; number 85, H, carries 0.46; number 86, H, carries 0.31; number 87, H, carries 1.02; number 88, H, carries 0.38; number 89, H, carries 0.47; number 90, H, carries 0.31; number 91, H, carries 0.32; number 92, H, carries 0.59; number 93, H, carries 0.34; number 94, H, carries 0.12; number 95, H, carries 0.41; number 96, H, carries 0.33; number 97, H, carries 0.47; number 98, H, carries 0.47; number 99, H, carries 0.46

Density functional theory data (ωB97M-V/def2-TZVPD) for a cluster of 2 separate species, C5H14 in total at a distorted geometry.

```
! RIJCOSX wB97M-V def2-TZVPD def2/J DEFGRID3
* xyz 0 1
C 1.314 1.846 -1.576
C -1.100 -1.556 2.751
C 0.699 0.527 -1.089
C -0.954 -0.275 1.941
C 0.287 -0.359 -2.270
H -0.235 -2.222 2.676
H -0.329 -1.206 -1.981
H -0.225 0.776 -0.576
H 1.549 2.461 -0.704
H 1.330 -0.071 -0.439
H 1.145 -0.714 -2.846
H -1.506 -0.327 1.002
H 0.590 2.370 -2.192
H -1.873 -2.223 2.358
H -0.265 0.240 -2.999
H 2.254 1.632 -2.082
H 0.070 0.005 1.737
H -1.460 0.525 2.481
H -1.292 -1.431 3.809
*
```

Its SMILES is CCC.CC. The energy comes out at -198.8790 a.u. The calculation puts the HOMO energy at -11.41 eV.

Want to see where the charge sits? The Mulliken charges in e are: number 1, C, carries -1.28; number 2, C, carries -0.94; number 3, C, carries 0.15; number 4, C, carries -0.65; number 5, C, carries -1.26; number 6, H, carries 0.29; number 7, H, carries 0.33; number 8, H, carries 0.09; number 9, H, carries 0.32; number 10, H, carries 0.31; number 11, H, carries 0.34; number 12, H, carries 0.21; number 13, H, carries 0.34; number 14, H, carries 0.26; number 15, H, carries 0.33; number 16, H, carries 0.34; number 17, H, carries 0.22; number 18, H, carries 0.32; number 19, H, carries 0.29

Density functional theory data (ωB97M-V/def2-TZVPD) for a structure of composition C35H37N10O3Pb at a distorted geometry.

```
! RIJCOSX wB97M-V def2-TZVPD def2/J DEFGRID3
* xyz 3 1
Pb -0.165 -0.306 -0.184
O -1.869 1.765 -0.549
O -1.706 -2.310 0.150
O -3.553 2.276 -2.551
N -0.634 3.497 0.262
N 2.239 -0.153 -0.038
N -0.084 -1.834 -4.339
N -0.041 -0.544 -2.545
N -3.117 -3.789 1.092
N -0.410 3.280 1.407
N 4.248 -1.060 0.136
N 0.961 -2.535 -0.831
N 0.581 0.815 2.472
N -3.824 -2.491 -0.698
C -0.414 -0.567 -4.780
C 0.477 -2.943 -2.155
C 2.945 2.200 0.556
C 1.750 0.961 4.992
C 0.604 1.962 3.151
C -3.595 -1.535 -1.754
C -0.587 1.618 -3.731
C 4.059 2.949 0.879
C 1.169 2.083 4.422
C -0.362 0.250 -3.631
C -2.132 3.926 -1.523
C -2.851 -2.831 0.174
C 0.138 -1.767 -3.015
C 5.328 2.377 0.995
C 1.122 -0.251 3.038
C -1.610 2.978 -0.604
C -0.895 2.124 -4.976
C -3.644 4.485 -3.347
C -3.123 3.524 -2.475
C 1.732 -0.232 4.284
C -3.215 5.791 -3.277
C -5.138 -3.114 -0.722
C 2.952 -1.254 -0.166
C -4.340 -4.567 1.098
C 5.528 1.026 0.791
C -5.494 -3.698 0.634
C 2.419 -2.559 -0.665
C -2.097 -4.160 2.042
C -2.247 6.196 -2.341
C -1.715 5.277 -1.482
C -0.725 -0.055 -6.031
C 4.411 0.270 0.463
C -0.974 1.302 -6.104
C -0.023 3.158 2.577
C 3.127 0.838 0.342
H -5.659 -2.901 1.360
H -1.921 7.224 -2.311
H -3.781 -2.003 -2.722
H -4.511 -4.925 2.114
H -0.433 -3.536 -2.022
H -4.280 -0.690 -1.647
H -1.383 -3.344 2.142
H 1.203 -3.581 -2.675
H -2.559 -4.361 3.008
H 4.981 -1.752 0.115
H -4.230 -5.444 0.449
H 6.170 3.012 1.222
H -5.870 -2.357 -1.010
H -6.406 -4.286 0.562
H -0.956 5.557 -0.765
H -1.218 1.743 -7.057
H -3.619 6.520 -3.962
H 6.512 0.592 0.864
H -0.020 -2.656 -4.923
H 1.977 2.655 0.431
H -0.494 2.262 -2.871
H -3.132 1.726 -1.861
H -0.173 3.988 3.264
H -1.574 -5.063 1.716
H -0.770 -0.682 -6.907
H -1.068 3.183 -5.093
H -4.383 4.176 -4.070
H 1.157 3.029 4.938
H 2.731 -3.364 0.013
H -5.146 -3.896 -1.492
H 3.956 4.013 1.030
H -2.568 -1.182 -1.716
H 1.056 -1.167 2.467
H 2.902 -2.748 -1.632
H 0.518 -3.117 -0.130
H 2.203 1.017 5.970
H 2.170 -1.130 4.691
*
```

The energy comes out at -2321.2483 a.u. The calculation puts the HOMO energy at -15.60 eV.

Want to see where the charge sits? The Mulliken charges in e are: number 1, Pb, carries 1.79; number 2, O, carries -0.64; number 3, O, carries -0.39; number 4, O, carries -0.54; number 5, N, carries -0.22; number 6, N, carries 0.33; number 7, N, carries -0.07; number 8, N, carries 0.33; number 9, N, carries 0.14; number 10, N, carries 0.62; number 11, N, carries -0.09; number 12, N, carries -0.02; number 13, N, carries 0.26; number 14, N, carries 0.35; number 15, C, carries 0.63; number 16, C, carries -1.44; number 17, C, carries -0.16; number 18, C, carries -0.56; number 19, C, carries 1.16; number 20, C, carries -0.82; number 21, C, carries -0.50; number 22, C, carries -0.87; number 23, C, carries -0.94; number 24, C, carries -0.02; number 25, C, carries 0.48; number 26, C, carries 0.24; number 27, C, carries 0.40; number 28, C, carries -0.57; number 29, C, carries -0.14; number 30, C, carries 0.77; number 31, C, carries -0.68; number 32, C, carries -0.65; number 33, C, carries 0.42; number 34, C, carries -1.04; number 35, C, carries -0.40; number 36, C, carries -0.62; number 37, C, carries 0.03; number 38, C, carries -0.54; number 39, C, carries -1.13; number 40, C, carries -0.76; number 41, C, carries -0.97; number 42, C, carries -0.92; number 43, C, carries -0.83; number 44, C, carries -0.68; number 45, C, carries -1.10; number 46, C, carries 0.59; number 47, C, carries -0.75; number 48, C, carries -0.84; number 49, C, carries -0.09; number 50, H, carries 0.31; number 51, H, carries 0.47; number 52, H, carries 0.35; number 53, H, carries 0.36; number 54, H, carries 0.39; number 55, H, carries 0.45; number 56, H, carries 0.08; number 57, H, carries 0.59; number 58, H, carries 0.44; number 59, H, carries 0.26; number 60, H, carries 0.27; number 61, H, carries 0.44; number 62, H, carries 0.37; number 63, H, carries 0.38; number 64, H, carries 0.48; number 65, H, carries 0.43; number 66, H, carries 0.46; number 67, H, carries 0.47; number 68, H, carries 0.25; number 69, H, carries 0.50; number 70, H, carries 0.58; number 71, H, carries 0.12; number 72, H, carries 0.50; number 73, H, carries 0.31; number 74, H, carries 0.47; number 75, H, carries 0.54; number 76, H, carries 0.51; number 77, H, carries 0.45; number 78, H, carries 0.50; number 79, H, carries 0.34; number 80, H, carries 0.47; number 81, H, carries -0.24; number 82, H, carries 0.54; number 83, H, carries 0.42; number 84, H, carries 0.18; number 85, H, carries 0.49; number 86, H, carries 0.49

- Among the records above, which one has the highest energy?
  C5H14

- Which of these has the lowest energy?
  C40H52N4O4S2Ti

- Which formula does entry 3 have?
  C35H37N10O3Pb

Copy entry 2 word for word.
Density functional theory data (ωB97M-V/def2-TZVPD) for a cluster of 2 separate species, C5H14 in total at a distorted geometry.

```
! RIJCOSX wB97M-V def2-TZVPD def2/J DEFGRID3
* xyz 0 1
C 1.314 1.846 -1.576
C -1.100 -1.556 2.751
C 0.699 0.527 -1.089
C -0.954 -0.275 1.941
C 0.287 -0.359 -2.270
H -0.235 -2.222 2.676
H -0.329 -1.206 -1.981
H -0.225 0.776 -0.576
H 1.549 2.461 -0.704
H 1.330 -0.071 -0.439
H 1.145 -0.714 -2.846
H -1.506 -0.327 1.002
H 0.590 2.370 -2.192
H -1.873 -2.223 2.358
H -0.265 0.240 -2.999
H 2.254 1.632 -2.082
H 0.070 0.005 1.737
H -1.460 0.525 2.481
H -1.292 -1.431 3.809
*
```

Its SMILES is CCC.CC. The energy comes out at -198.8790 a.u. The calculation puts the HOMO energy at -11.41 eV.

Want to see where the charge sits? The Mulliken charges in e are: number 1, C, carries -1.28; number 2, C, carries -0.94; number 3, C, carries 0.15; number 4, C, carries -0.65; number 5, C, carries -1.26; number 6, H, carries 0.29; number 7, H, carries 0.33; number 8, H, carries 0.09; number 9, H, carries 0.32; number 10, H, carries 0.31; number 11, H, carries 0.34; number 12, H, carries 0.21; number 13, H, carries 0.34; number 14, H, carries 0.26; number 15, H, carries 0.33; number 16, H, carries 0.34; number 17, H, carries 0.22; number 18, H, carries 0.32; number 19, H, carries 0.29